{
  "formula": "C56H136BF4N7O5",
  "method": "ωB97M-V/def2-TZVPD",
  "molar_mass_g_mol": 1074.55,
  "total_charge": 6,
  "gap_ev": 9.636,
  "max_force_ev_per_a": 1.9,
  "relative_energy_kcal_mol": 0.00,
  "lumo_ev": -10.42,
  "species": ["H", "C", "H", "C", "C", "H", "H", "H", "H", "C", "H", "O", "H", "H", "H", "H", "H", "C", "H", "C", "H", "H", "C", "H", "N", "H", "H", "H", "F", "H", "H", "H", "O", "H", "H", "H", "H", "C", "H", "H", "C", "H", "H", "C", "H", "H", "H", "H", "F", "C", "C", "C", "H", "H", "C", "C", "H", "H", "H", "H", "H", "C", "H", "H", "H", "H", "H", "H", "H", "H", "H", "H", "H", "H", "C", "H", "C", "H", "H", "H", "H", "H", "H", "C", "H", "H", "H", "H", "N", "H", "H", "F", "C", "C", "H", "C", "C", "C", "H", "H", "H", "C", "C", "H", "H", "N", "C", "H", "H", "N", "B", "H", "C", "H", "H", "C", "H", "C", "N", "C", "H", "C", "C", "H", "C", "H", "C", "H", "H", "H", "H", "H", "H", "H", "H", "C", "H", "H", "H", "C", "C", "C", "C", "C", "H", "N", "H", "C", "N", "C", "H", "H", "O", "H", "H", "C", "H", "H", "H", "H", "C", "H", "H", "C", "C", "O", "H", "C", "H", "C", "H", "H", "H", "C", "C", "H", "H", "H", "H", "H", "F", "C", "C", "H", "H", "H", "H", "H", "H", "H", "H", "H", "H", "H", "O", "H", "C", "C", "H", "H", "H", "H", "H", "H", "H", "H", "C", "H", "H"],
  "coordinates": [[-1.3107, -6.1488, 3.3000], [3.7244, -0.1607, 2.8188], [1.6922, 0.0055, -4.4776], [3.3999, 0.5992, 4.0992], [-6.5967, -0.7978, -5.2412], [-5.0714, 0.2223, 0.3644], [1.2815, 5.2698, -4.6842], [1.3345, 5.1466, -2.2389], [2.6386, 8.8246, 3.1109], [3.2505, -5.1163, -4.6511], [4.5271, 2.3192, -0.6607], [3.9163, -5.7565, -3.5838], [0.9573, 8.7900, 2.5722], [1.0264, -1.5087, -5.0706], [0.7730, -3.2527, 4.4143], [2.8944, -4.6070, -1.7529], [-7.8789, -1.4230, -1.7343], [-1.6613, -8.5441, 4.6437], [3.7508, 4.5499, 1.7509], [-4.3162, -2.7530, -5.1458], [-0.1242, -7.1673, 5.3333], [-2.3812, 0.9292, 1.7273], [-8.0232, -1.6685, -0.6834], [2.8989, -0.1256, 2.1074], [0.7159, -6.1381, 2.7373], [1.2828, 0.2019, 3.8099], [-4.5611, -0.3359, -5.8251], [-3.5200, 4.8048, -1.6153], [0.5151, -0.4134, 1.6072], [2.3309, -6.6463, 1.4753], [3.8921, -5.2886, -5.5226], [-2.4888, -1.0754, -4.9748], [-3.3178, -2.4838, -1.3427], [4.2027, 0.4480, 4.8201], [4.4826, -7.5893, -2.9068], [1.6075, 3.1877, 4.5803], [-3.7646, -2.5117, -6.0506], [0.0996, 4.3919, -0.6681], [1.0989, -4.8363, -3.1423], [5.5118, 5.3666, 4.5427], [2.8238, 4.8837, 4.0525], [3.5478, 0.0725, -0.3911], [5.0085, -2.3030, -2.0416], [1.0220, -3.7541, -3.1148], [-2.9833, 1.6745, 0.3298], [5.1800, -3.9234, -2.6290], [-1.8196, -9.3198, 3.9011], [-5.1001, 0.4409, -4.3481], [0.6212, -1.6965, -0.3334], [1.9028, -1.0559, -4.6024], [0.4147, -5.0646, 1.7274], [-1.8835, 6.0754, -1.9469], [-1.1723, -3.6982, 2.3148], [-6.1909, -1.5924, 4.1221], [4.6415, -3.3203, -1.9011], [1.2589, -5.2932, 3.8648], [0.8402, 3.6114, -0.4942], [5.0730, -0.2903, -1.1871], [2.5389, -3.2370, -5.2779], [-1.6979, -8.8952, 5.6738], [-7.2840, -0.2219, 4.3454], [-6.6310, -2.1771, 1.2137], [-1.2621, 5.3465, -4.4024], [4.3620, -7.5072, -4.6250], [-0.4445, 3.3517, 2.4352], [-1.9330, -2.8866, 0.0617], [1.5083, -1.3431, -2.5475], [-0.7690, -7.5111, 2.2927], [-3.0820, -0.0848, 3.3923], [2.0280, -0.7883, 5.0734], [2.8523, 5.2836, 5.0648], [5.0222, -3.6125, -0.9205], [-2.4607, -1.9118, -3.3921], [0.0982, 5.1780, 0.0872], [-2.7057, 4.8567, -2.3447], [-2.5563, -7.9080, 4.6255], [-4.4051, -3.0367, -2.0649], [0.3256, -2.9219, 2.1414], [3.7231, 4.2651, 4.0084], [1.0716, 6.2950, 2.4779], [-1.7694, 6.1639, -0.8683], [-3.1102, -4.1760, -0.2051], [-7.3479, -1.7215, 1.9047], [-2.4755, -3.4325, -0.7066], [1.3946, -4.8160, 1.3109], [4.0468, 6.2249, 1.2033], [2.2675, -5.5542, -4.8570], [-0.8517, 3.8732, -0.5177], [-4.6592, -0.7765, 2.1387], [2.2132, 8.2632, 1.5035], [5.7549, 5.4889, 2.8162], [1.3659, 0.4557, -0.3577], [-2.8115, 0.1811, -3.2263], [1.9040, 8.2518, 2.5517], [3.8896, 7.2234, 4.5308], [-5.1516, -0.4829, -4.9175], [3.1205, -3.6176, -4.4440], [3.3377, 5.5475, 1.6671], [2.2868, -5.0032, 3.6461], [-3.0046, 1.0685, -3.8334], [-2.8564, -1.7004, 2.5863], [4.6302, 0.1553, -0.2958], [1.7375, 6.8630, 3.1308], [2.4107, 5.5531, 1.1016], [-0.0786, 8.1449, -2.7441], [3.0075, 5.9937, 3.0617], [-0.5393, -6.9107, 3.1718], [0.2987, 2.1335, 1.4833], [0.5724, -3.3851, -2.1961], [-0.4925, 6.1283, -2.5385], [0.4018, -0.4026, 0.2099], [1.3714, 6.8544, 4.1522], [-5.0452, -1.9906, -2.9505], [3.2067, 6.4812, -4.9405], [-6.4609, 0.2641, 2.0634], [-5.2281, -2.1399, 1.7549], [-3.2061, 5.0553, -3.2894], [0.2808, 4.9011, -2.0857], [4.9531, 0.3355, 2.0986], [1.7951, -7.1110, 2.2968], [-1.8290, 0.3366, -2.7784], [-3.5373, -1.0226, 3.0983], [-0.3889, -7.7210, 4.4345], [3.1999, 8.2495, -4.8683], [0.1919, 7.3765, -2.0214], [4.3656, 7.6409, 2.8460], [3.8710, -7.1733, -3.7044], [2.5802, 7.5549, -6.2951], [-3.9304, -1.4756, 4.0035], [-3.7734, 1.8754, 1.9985], [-5.9742, -2.4457, -3.2893], [4.5273, -1.4570, 1.0396], [-3.8774, -3.6149, -4.6553], [-1.1853, 7.0727, -4.2281], [5.3712, 2.4239, 1.9813], [0.3720, 2.6111, 2.4541], [-5.2128, -2.7270, 2.6698], [0.1954, 1.9760, 3.3196], [-5.1463, -3.4960, -1.4052], [0.2957, -4.1189, 3.9593], [-6.2543, -0.5034, 4.1353], [5.1673, -0.5877, 0.8965], [-3.3248, 1.2184, 1.2570], [1.6251, 3.9883, 3.8295], [4.0778, -3.1017, -4.4171], [2.3893, -3.1598, -3.1818], [-3.4989, 0.2693, -2.3805], [5.4904, 6.0644, 3.7070], [-4.3353, -1.5726, -4.2205], [2.2776, -1.6420, -3.2623], [6.3004, 6.7780, 3.8510], [0.4596, -8.4061, 4.3141], [-6.7125, -1.7201, -0.1076], [6.0884, 1.8215, -0.0732], [-4.4689, -2.5229, 1.0738], [2.6490, 7.3766, -5.2189], [-6.9153, -3.2408, 1.1948], [-8.4750, -2.6650, -0.7045], [3.9299, -1.1981, 3.0869], [-0.5473, -4.3649, 4.6047], [4.1906, 6.8419, 3.5560], [6.2001, -0.5221, 3.5813], [-5.3222, -1.0964, -2.3944], [6.1701, 0.3785, 2.9608], [4.7049, 1.7291, 1.4793], [1.3432, 7.3640, -4.6500], [-2.2012, 3.8988, -2.2607], [2.0087, 0.2035, 4.6186], [6.1681, 1.2445, 3.6103], [-2.9216, -1.1193, -3.9758], [3.6682, 2.0196, 1.6513], [-2.3907, 6.9906, -2.2547], [-6.7765, -1.4486, -6.0905], [-4.1550, -0.0006, 0.9073], [3.1586, -3.5712, -1.9371], [-8.6166, -0.9271, -0.1528], [-5.3389, -3.0139, -5.4018], [0.6654, 4.4914, 4.0005], [2.4672, -7.3040, 3.1253], [7.0624, 0.2566, 2.3513], [-0.9031, 0.0389, -0.1068], [-5.7097, 0.0782, 2.8256], [-0.6255, 6.1523, -4.0466], [3.2160, -1.2841, -2.8442], [-7.1360, -1.1854, -4.3727], [-0.2393, 7.6674, -1.0687], [1.3195, -5.8317, 4.8063], [-4.0497, -3.8741, -2.6823], [-5.2826, 1.0306, 3.1324], [0.5058, -3.4116, -4.0094], [2.8534, -7.5685, -3.6749], [-1.8341, -3.9831, -1.3988], [-3.5617, -0.7437, 0.3757], [2.6372, -3.0248, -1.1406], [1.6011, 3.3377, 2.5546], [0.3492, 5.9976, -5.8702], [5.0216, 1.5869, -0.0253], [-0.1080, -3.8549, 2.5047], [-7.1402, 0.1378, -5.3822], [0.1580, 4.1305, -2.8492], [1.2948, -8.0199, 1.9786], [6.2023, -0.9006, 0.8027], [1.7365, 0.9129, 5.3988], [1.2674, 7.2724, -2.0622], [-0.1470, -5.4006, 0.8567], [-5.6901, -0.1646, 5.0037], [0.6654, 6.1738, -4.8263], [3.3491, 1.6759, 3.9056], [2.6958, -1.1308, -5.3464]]
}